[1]
A structure of composition C12H24ClCoIN3O2P2, computed with ωB97M-V/def2-TZVPD.

Output
- total energy (Ha) = -3608.9218
- expectation value of S² = 6.11
- lowest unoccupied orbital energy (spin up / spin down) (hartree) = -0.31919 / -0.31684
- frontier orbital gap (spin up / spin down) (eV) = 5.503 / 5.952
- HOMO energy (spin up / spin down) (eV) = -14.19 / -14.57
- energy above the lowest of the compared OMol25 structures with the same formula, charge and spin (kcal/mol) = 77.1

ORCA input file:
```
! wB97M-V def2-TZVPD RIJCOSX def2/J DEFGRID3
* xyz 2 5
C 1.31 -2.22 -1.18
C 2.55 -1.60 -0.80
H 1.14 -3.30 -1.34
H 0.97 -1.77 -2.11
H 0.61 -2.00 -0.37
O 3.67 -1.78 -0.49
I 4.31 1.12 -0.72
Co -1.96 0.81 -0.70
P -0.33 0.76 -3.03
C 1.29 1.15 -3.81
C -0.78 -0.52 -4.32
H -2.34 2.19 -3.14
H -1.15 2.64 -4.35
H -0.85 3.05 -2.66
C -1.28 2.28 -3.31
H -1.83 -0.81 -4.26
H -0.59 -0.23 -5.36
H 1.25 1.34 -4.88
H 2.00 0.33 -3.63
H -0.17 -1.43 -4.17
H 1.71 2.05 -3.32
C 0.25 0.56 -1.09
O 1.39 0.20 -1.02
Cl -4.04 0.59 -1.14
C 0.77 -1.16 3.55
N 1.03 0.26 3.23
C -0.02 1.07 3.93
N -1.40 0.67 3.48
C -1.63 -0.76 3.63
N -0.56 -1.59 3.08
C -0.60 -1.70 1.66
P -0.56 0.09 0.96
C 1.10 0.51 1.78
C -1.63 1.12 2.13
H 0.75 -1.35 4.64
H 1.54 -1.74 3.06
H 0.11 2.12 3.72
H 0.07 0.86 4.99
H -2.55 -0.96 3.09
H -1.67 -1.12 4.67
H 0.29 -2.33 1.42
H -1.48 -2.27 1.33
H 1.31 1.53 1.55
H 1.95 -0.06 1.37
H -2.70 1.19 1.91
H -1.25 2.18 2.02
*
```

Here are the natural (NBO) charges for atoms 1 to 6, given in e: atom 1 (C): -0.795, atom 2 (C): 0.914, atom 3 (H): 0.324, atom 4 (H): 0.284, atom 5 (H): 0.289, atom 6 (O): -0.285



[2]
A structure of composition C12H24ClN2O6PS2, computed with ωB97M-V/def2-TZVPD.

Output
- total energy (Ha) = -2630.3228
- lowest unoccupied orbital energy (hartree) = -0.16739
- frontier orbital gap (eV) = 2.859
- HOMO energy (eV) = -7.41

ORCA input file:
```
! wB97M-V def2-TZVPD RIJCOSX def2/J DEFGRID3
* xyz 0 1
C -1.10 -0.17 -2.15
C -1.55 -0.97 -3.12
C -2.06 -0.52 -4.46
S -2.86 1.10 -4.54
O -2.89 1.36 -5.96
O -2.07 2.01 -3.73
N -4.37 0.97 -4.04
S -4.80 0.53 -2.59
O -3.91 0.91 -1.51
O -6.20 0.85 -2.42
P -4.66 -1.69 -2.66
O -4.17 -1.91 -1.10
Cl -6.60 -2.22 -2.43
H -1.10 -0.54 -1.13
H -0.81 0.85 -2.35
H -1.56 -2.04 -2.94
H -1.31 -0.48 -5.25
H -2.81 -1.25 -4.77
H -3.37 -1.38 -0.97
C 4.01 -0.57 1.71
C 2.98 0.38 1.09
C 2.92 1.72 1.85
C 2.25 1.65 3.21
C 0.86 1.02 3.13
C 0.85 -0.37 2.48
N 1.57 -0.19 1.15
O 0.86 0.17 0.25
C 1.53 -1.41 3.37
C -0.57 -0.84 2.21
C 3.36 0.61 -0.37
H 3.75 -1.62 1.54
H 4.98 -0.40 1.24
H 4.15 -0.42 2.78
H 2.39 2.45 1.22
H 3.95 2.07 1.94
H 2.88 1.11 3.93
H 2.16 2.66 3.61
H 0.42 0.91 4.12
H 0.20 1.68 2.56
H 1.66 -2.36 2.85
H 0.88 -1.59 4.23
H 2.49 -1.10 3.76
H -1.17 -0.12 1.66
H -1.05 -1.00 3.18
H -0.58 -1.79 1.66
H 3.32 -0.32 -0.94
H 4.38 0.98 -0.39
H 2.73 1.34 -0.86
*
```

Here are the natural (NBO) charges for atoms 1 to 6, given in e: atom 1 (C): -0.379, atom 2 (C): -0.210, atom 3 (C): -0.747, atom 4 (S): 2.328, atom 5 (O): -0.968, atom 6 (O): -0.987



[3]
A structure of composition C12H24CoIO12, computed with ωB97M-V/def2-TZVPD.

Output
- total energy (Ha) = -3054.8508
- expectation value of S² = 3.76
- lowest unoccupied orbital energy (spin up / spin down) (hartree) = -0.08787 / -0.10397
- frontier orbital gap (spin up / spin down) (eV) = 7.778 / 7.280
- HOMO energy (spin up / spin down) (eV) = -10.17 / -10.11
- energy above the lowest of the compared OMol25 structures with the same formula, charge and spin (kcal/mol) = 0.0

ORCA input file:
```
! wB97M-V def2-TZVPD RIJCOSX def2/J DEFGRID3
* xyz 1 4
Co 0.11 -0.26 0.44
I 1.37 -1.90 2.23
C 0.47 -0.82 -3.59
O 0.50 -2.20 -3.24
C 0.25 -2.52 -2.00
O 0.23 -1.73 -1.06
O 0.02 -3.80 -1.89
C 0.00 -4.34 -0.58
H 0.80 -0.74 -4.62
H 1.12 -0.23 -2.94
H -0.55 -0.43 -3.50
H -0.81 -3.92 0.03
H 0.90 -4.11 -0.01
H -0.14 -5.41 -0.68
C 4.38 -0.89 -2.31
O 3.14 -0.72 -1.60
C 2.90 0.36 -0.92
O 1.90 0.46 -0.23
O 3.82 1.28 -1.01
C 3.63 2.52 -0.31
H 4.24 -1.72 -2.99
H 5.17 -1.09 -1.60
H 4.64 0.01 -2.88
H 2.84 3.11 -0.78
H 4.58 3.04 -0.36
H 3.36 2.35 0.73
C -5.11 -0.99 2.02
O -3.68 -0.77 1.99
C -2.99 -0.96 0.90
O -1.78 -0.85 0.91
O -3.71 -1.28 -0.16
C -3.03 -1.86 -1.27
H -5.59 -0.56 1.15
H -5.45 -0.47 2.91
H -5.33 -2.05 2.09
H -2.26 -1.18 -1.65
H -3.78 -2.00 -2.04
H -2.56 -2.80 -1.02
C 1.46 4.36 2.55
O 1.22 3.06 1.97
C 0.03 2.52 2.05
O -0.19 1.40 1.63
O -0.86 3.29 2.63
C -2.22 2.79 2.71
H 0.99 5.12 1.94
H 2.54 4.46 2.58
H 1.07 4.44 3.57
H -2.86 3.65 2.63
H -2.35 2.32 3.68
H -2.39 2.07 1.91
*
```

Here are the natural (NBO) charges for atoms 1 to 6, given in e: atom 1 (Co): 1.501, atom 2 (I): -0.713, atom 3 (C): -0.259, atom 4 (O): -0.467, atom 5 (C): 1.034, atom 6 (O): -0.753



[4]
A structure of composition C12H24INO6Ti, computed with ωB97M-V/def2-TZVPD.

Output
- total energy (Ha) = -2124.5033
- expectation value of S² = 2.00
- lowest unoccupied orbital energy (spin up / spin down) (hartree) = -0.20770 / -0.21119
- frontier orbital gap (spin up / spin down) (eV) = 7.238 / 9.663
- HOMO energy (spin up / spin down) (eV) = -12.89 / -15.41
- energy above the lowest of the compared OMol25 structures with the same formula, charge and spin (kcal/mol) = 14.8

ORCA input file:
```
! wB97M-V def2-TZVPD RIJCOSX def2/J DEFGRID3
* xyz 2 3
Ti -0.18 -0.22 -0.11
C -2.57 -1.07 1.42
C -3.04 -1.04 -0.02
O -1.91 -1.26 -0.91
C -1.60 -2.65 -1.21
C -0.16 -2.77 -1.68
O 0.72 -2.16 -0.72
C 2.00 -1.76 -1.25
C 1.94 -0.50 -2.17
O 0.63 0.11 -2.04
C 0.31 1.47 -2.45
C -0.01 2.37 -1.26
O -1.02 1.73 -0.42
C -1.22 2.29 0.90
C -1.99 1.29 1.78
O -1.53 -0.08 1.64
H -2.10 -2.03 1.65
H -3.37 -0.90 2.13
H -3.43 -0.06 -0.29
H -3.81 -1.79 -0.22
H -2.26 -2.98 -2.02
H -1.78 -3.25 -0.32
H -0.02 -2.30 -2.65
H 0.08 -3.83 -1.75
H 2.43 -2.60 -1.79
H 2.62 -1.56 -0.37
H 2.08 -0.76 -3.22
H 2.70 0.23 -1.87
H -0.56 1.36 -3.11
H 1.14 1.88 -3.01
H -0.41 3.33 -1.61
H 0.88 2.55 -0.65
H -1.82 3.20 0.81
H -0.25 2.54 1.33
H -3.06 1.32 1.56
H -1.85 1.58 2.82
N 1.83 0.07 3.21
C 2.09 0.58 2.01
O 1.37 0.32 1.02
C 3.28 1.48 1.87
I 2.66 3.51 2.08
H 1.03 -0.53 3.34
H 2.42 0.25 4.00
H 3.71 1.35 0.88
H 4.03 1.28 2.63
*
```

Here are the natural (NBO) charges for atoms 1 to 6, given in e: atom 1 (Ti): 1.289, atom 2 (C): -0.097, atom 3 (C): -0.099, atom 4 (O): -0.586, atom 5 (C): -0.088, atom 6 (C): -0.091